# 1
DFT (the ωB97M-V functional and the def2-TZVPD basis) results for the molecule C3H3Cl2NS at a distorted geometry.

Its SMILES is Cl[C@H]1SC=CN1Cl. The highest occupied orbital energy comes out at -9.1 eV. Its total energy is -40526.82367 eV. As for the spin multiplicity: 1. The orbital gap is 9.672 eV.

Last column: Mulliken charge in e.
Geometry (Å):
C 0.706 0.880 -0.572  -0.177
C 1.421 -0.197 -0.493  -0.373
C -0.667 -0.677 0.643  -0.119
N -0.582 0.685 0.550  -0.184
S 0.967 -1.302 0.801  -0.079
Cl -1.603 -1.580 -0.745  -0.223
Cl -1.954 1.656 0.290  -0.048
H 0.477 1.837 -1.003  0.381
H 2.331 -0.377 -1.023  0.393
H -1.097 -0.923 1.552  0.429

***

# 2
DFT (the ωB97M-V functional and the def2-TZVPD basis) results for C60H46BF2N5O4Tc as an isolated structure at a distorted geometry.

The highest occupied orbital energy (alpha / beta) comes out at -5.7 / -6.9 eV. Its total energy is -86914.70002 eV. As for the spin multiplicity: 4. As for the expectation value of S²: 3.83. The orbital gap (alpha / beta) is 5.283 / 5.118 eV.

Last column: Mulliken charge in e.
Geometry (Å):
Tc 0.081 0.108 -0.323  0.819
C 1.037 -6.590 -7.335  -0.877
O -0.010 -6.621 -6.360  -0.451
C -0.004 -5.639 -5.427  0.933
C 1.055 -4.733 -5.290  -0.902
C 0.929 -3.728 -4.302  0.234
C -0.132 -3.621 -3.476  -0.889
C -1.128 -4.576 -3.609  0.389
C -1.113 -5.593 -4.554  -1.060
C -0.151 -2.550 -2.447  0.401
C -0.564 -1.309 -3.013  0.124
C -0.905 -1.063 -4.322  -1.478
C -0.948 0.302 -4.474  -1.017
C -0.618 0.855 -3.273  0.009
N -0.366 -0.082 -2.309  -0.004
C -0.575 2.313 -2.956  1.257
C -0.487 2.901 -1.741  0.175
C -0.420 4.269 -1.406  -1.600
C -0.320 4.365 -0.076  -1.122
C -0.217 3.101 0.512  -0.212
C 0.310 2.840 1.772  0.954
C 0.400 4.002 2.725  -1.026
C 1.485 4.849 2.832  0.075
C 1.558 5.797 3.821  -0.514
C 0.494 5.900 4.767  0.692
O 0.476 6.798 5.791  -0.467
C 1.361 7.918 5.673  -0.862
C -0.531 4.995 4.681  -0.787
C -0.615 4.067 3.679  -0.042
C 0.898 1.619 2.230  0.358
N 0.824 0.419 1.551  0.262
C 1.513 -0.495 2.349  0.251
C 1.533 -1.911 2.073  0.696
C 2.373 -2.755 2.985  -1.366
C 1.861 -3.242 4.185  0.092
C 2.713 -3.904 5.039  -0.905
C 4.063 -4.157 4.657  1.045
O 4.857 -4.813 5.548  -0.467
C 6.222 -4.779 5.281  -0.857
C 4.556 -3.676 3.448  -0.509
C 3.687 -3.018 2.606  -0.385
C 1.058 -2.490 0.899  0.587
C 1.171 -3.971 0.545  -1.743
C 0.710 -4.117 -0.664  -1.266
C 0.294 -2.809 -1.167  0.400
N 0.411 -1.852 -0.162  0.239
C 2.050 0.156 3.469  -1.307
C 1.669 1.485 3.402  -1.293
N -0.466 2.159 -0.507  0.233
C -0.671 3.308 -4.144  -1.149
C -1.870 3.892 -4.506  0.120
C -1.997 4.729 -5.617  -1.000
C -0.843 5.071 -6.340  0.939
O -0.987 5.957 -7.398  -0.459
C 0.231 6.465 -7.888  -0.882
C 0.370 4.493 -5.983  -0.523
C 0.435 3.644 -4.885  -0.153
H 0.869 -7.492 -7.965  0.226
H 1.978 -6.673 -6.791  0.333
H 0.986 -5.702 -7.918  0.375
H 1.865 -4.711 -6.003  0.426
H 1.790 -3.063 -4.172  0.404
H -2.012 -4.435 -2.994  0.275
H -1.921 -6.280 -4.705  0.471
H -1.169 -1.778 -5.071  0.630
H -1.308 0.822 -5.310  0.643
H -0.413 5.099 -2.085  0.575
H -0.210 5.365 0.403  0.495
H 2.338 4.660 2.137  0.407
H 2.457 6.405 3.832  0.386
H 0.904 8.634 6.344  0.268
H 1.318 8.346 4.666  0.376
H 2.385 7.620 5.954  0.298
H -1.291 5.027 5.421  0.479
H -1.343 3.270 3.639  0.464
H 0.811 -3.086 4.426  0.558
H 2.380 -4.313 6.007  0.370
H 6.739 -5.311 6.069  0.250
H 6.707 -3.808 5.205  0.337
H 6.346 -5.292 4.328  0.323
H 5.595 -3.751 3.138  0.332
H 4.057 -2.645 1.642  0.425
H 1.595 -4.762 1.120  0.592
H 0.660 -5.019 -1.215  0.626
H 2.658 -0.328 4.210  0.590
H 1.871 2.216 4.187  0.415
H -2.785 3.581 -4.010  0.475
H -2.937 5.106 -5.916  0.492
H 0.000 7.197 -8.659  0.245
H 0.764 5.640 -8.354  0.323
H 0.801 6.945 -7.121  0.379
H 1.262 4.710 -6.556  0.347
H 1.362 3.093 -4.699  0.402
F -2.887 1.410 -0.132  -0.096
B -1.591 1.064 -0.193  1.242
F -4.289 2.166 2.652  -0.339
C -2.424 0.783 5.004  -0.779
C -3.649 1.234 4.724  -0.811
C -4.303 0.963 3.413  0.255
C -3.637 -0.197 2.687  -0.216
C -2.237 -0.489 2.936  0.143
C -1.664 0.013 4.043  -0.193
N -4.357 -0.926 1.927  -0.721
C -3.883 -2.077 1.320  -0.135
C -3.846 -2.282 -0.048  -0.395
C -3.351 -3.480 -0.574  -0.537
C -2.966 -4.506 0.288  -0.415
C -3.023 -4.335 1.676  -0.865
C -3.495 -3.091 2.147  0.328
H -1.979 1.003 5.967  0.428
H -4.160 1.977 5.312  0.478
H -5.341 0.693 3.598  0.426
H -1.660 -0.986 2.188  0.806
H -0.618 -0.140 4.245  0.460
H -4.189 -1.511 -0.727  0.445
H -3.356 -3.659 -1.638  0.647
H -2.725 -5.474 -0.135  0.354
H -2.742 -5.169 2.355  0.382
H -3.485 -2.957 3.224  0.387

***

# 3
DFT (the ωB97M-V functional and the def2-TZVPD basis) results for the molecule C6H7NO at a distorted geometry.

Its SMILES is O=CC1=C[C@@H]2C[C@H]1N2. The highest occupied orbital energy comes out at -8.8 eV. Its total energy is -9865.21817 eV. As for the spin multiplicity: 1. The orbital gap is 8.426 eV.

Last column: Mulliken charge in e.
Geometry (Å):
C -1.138 -1.784 1.220  -0.080
C -0.575 -0.597 0.379  0.137
C 0.583 -0.905 -0.281  -0.430
C 1.104 0.489 -0.906  0.071
C 0.668 1.528 0.288  -0.768
C -0.663 0.985 0.045  -0.039
H -2.408 -1.661 1.314  0.224
H 0.761 -2.209 -0.382  0.215
H 2.174 0.377 -1.497  0.283
H 1.182 1.668 1.310  0.271
H 0.740 2.456 -0.147  0.371
H -1.586 1.391 0.215  0.556
H -0.471 0.071 -1.678  0.372
N -0.222 0.888 -1.392  -0.667
O -0.147 -2.697 1.513  -0.514

***

# 4
DFT (the ωB97M-V functional and the def2-TZVPD basis) results for C46H52N3OOs as an isolated structure at a distorted geometry.

The highest occupied orbital energy (alpha / beta) comes out at -10.2 / -10.2 eV. Its total energy is -57525.39114 eV. As for the spin multiplicity: 1. As for the total charge: +1. The orbital gap (alpha / beta) is 6.100 / 6.089 eV.

Last column: Mulliken charge in e.
Geometry (Å):
Os 0.281 -0.262 -0.152  0.876
C 0.200 3.712 0.191  -1.921
C 1.589 3.508 0.794  0.533
C 1.515 2.709 2.100  -1.522
C 2.658 2.899 -0.098  0.457
C 3.936 3.454 -0.033  -1.071
C 5.000 2.910 -0.728  -1.418
C 4.821 1.762 -1.481  -0.304
C 3.570 1.164 -1.580  0.372
C 3.402 -0.113 -2.387  2.114
C 4.574 -1.075 -2.195  -1.880
C 3.202 0.166 -3.879  -1.199
C 2.493 1.772 -0.911  -1.133
N 1.190 1.218 -1.148  0.568
C 0.514 1.659 -2.204  0.697
C -0.726 1.006 -2.465  1.377
N -1.066 0.047 -1.591  0.550
C -2.160 -0.807 -1.997  -0.111
C -3.498 -0.498 -1.705  0.606
C -4.474 -1.331 -2.259  -0.773
C -4.161 -2.408 -3.062  -1.630
C -2.835 -2.685 -3.342  -0.438
C -1.817 -1.894 -2.825  0.728
C -0.387 -2.215 -3.223  1.908
C -0.147 -1.901 -4.701  -1.541
C -0.031 -3.670 -2.915  -1.809
C -4.060 0.642 -0.859  0.214
C -3.222 1.905 -0.685  -1.591
C -4.583 0.091 0.477  -1.500
C -1.294 1.554 -3.691  0.062
C -2.410 1.334 -4.458  0.527
C -2.600 2.130 -5.615  -1.139
C -1.710 3.103 -5.996  -0.947
C -0.542 3.346 -5.227  0.881
C 0.474 4.299 -5.489  -0.911
C 1.560 4.408 -4.655  -1.181
C 1.721 3.591 -3.510  0.306
C 0.744 2.670 -3.230  0.375
C -0.373 2.559 -4.094  -0.922
H -0.373 4.381 0.834  0.570
H -0.356 2.778 0.110  0.318
H 0.252 4.170 -0.797  0.327
H 1.963 4.503 1.049  0.811
H 1.170 1.689 1.894  -0.022
H 0.816 3.165 2.803  0.472
H 2.493 2.649 2.580  0.508
H 4.090 4.333 0.581  0.491
H 5.977 3.372 -0.669  0.420
H 5.666 1.328 -1.999  0.408
H 2.502 -0.619 -2.018  -1.283
H 5.467 -0.730 -2.720  0.557
H 4.324 -2.054 -2.607  0.374
H 4.840 -1.197 -1.144  0.385
H 4.029 0.765 -4.265  0.310
H 2.277 0.702 -4.086  0.089
H 3.181 -0.772 -4.437  0.459
H -5.515 -1.104 -2.059  0.487
H -4.948 -3.020 -3.483  0.422
H -2.588 -3.516 -3.989  0.401
H 0.289 -1.586 -2.636  -1.031
H -0.748 -2.554 -5.337  0.398
H 0.902 -2.058 -4.960  0.391
H -0.408 -0.869 -4.942  0.259
H -0.607 -4.362 -3.531  0.419
H -0.225 -3.918 -1.870  0.335
H 1.024 -3.856 -3.126  0.433
H -4.948 0.964 -1.412  0.725
H -2.348 1.761 -0.055  0.087
H -3.841 2.672 -0.217  0.566
H -2.886 2.297 -1.644  0.157
H -3.838 -0.517 0.994  0.170
H -5.446 -0.555 0.314  0.450
H -4.886 0.901 1.140  0.466
H -3.136 0.572 -4.206  0.540
H -3.481 1.957 -6.217  0.483
H -1.895 3.686 -6.890  0.447
H 0.395 4.941 -6.358  0.457
H 2.324 5.140 -4.878  0.495
H 2.599 3.704 -2.887  0.517
C 2.087 -3.185 0.110  -0.675
C 2.723 -2.176 1.030  -0.365
O 2.096 -0.871 0.839  -0.382
H 2.740 -4.055 0.035  0.578
H 1.970 -2.773 -0.895  -0.182
H 1.114 -3.516 0.469  0.030
H 3.781 -2.054 0.800  0.426
H 2.614 -2.445 2.082  0.464
H 2.546 -0.215 1.384  0.016
C -0.970 0.132 1.455  0.264
C -0.583 -0.998 2.325  -0.202
C -1.012 -2.284 1.977  0.013
C -0.581 -3.395 2.688  -1.121
C 0.282 -3.226 3.764  0.712
C 0.699 -1.943 4.141  -0.895
C 0.275 -0.846 3.423  -0.474
C 0.751 -4.367 4.491  -0.122
N 1.149 -5.280 5.065  -0.485
H -0.864 1.122 1.896  0.690
H -2.000 0.002 1.124  -0.777
H -1.707 -2.414 1.152  0.556
H -0.918 -4.387 2.419  0.486
H 1.349 -1.826 4.998  0.503
H 0.595 0.147 3.720  0.465